Entry 1:
{"formula": "C42H98BN8O6S", "method": "wB97M-V/def2-TZVPD", "e_homo_ev": -9.36, "lumo_energy_ev": -4.454, "e_tot_ev": -80843.958, "de_lowest_ev": 12.935, "total_charge": 1, "largest_force_ev_per_a": 9.08, "species": ["C", "C", "O", "C", "C", "C", "S", "C", "O", "O", "C", "N", "C", "N", "B", "N", "O", "N", "C", "C", "C", "C", "C", "C", "C", "C", "O", "C", "C", "O", "H", "H", "H", "H", "H", "H", "H", "H", "H", "H", "H", "H", "H", "H", "H", "H", "H", "H", "H", "H", "H", "H", "H", "H", "H", "H", "H", "H", "H", "H", "H", "H", "H", "H", "H", "H", "H", "H", "C", "C", "N", "C", "C", "C", "C", "H", "H", "H", "H", "H", "H", "H", "H", "H", "H", "H", "H", "H", "H", "H", "C", "C", "N", "C", "C", "C", "C", "H", "H", "H", "H", "H", "H", "H", "H", "H", "H", "H", "H", "H", "H", "H", "C", "C", "N", "C", "C", "C", "C", "H", "H", "H", "H", "H", "H", "H", "H", "H", "H", "H", "H", "H", "H", "H", "C", "C", "N", "C", "C", "C", "C", "H", "H", "H", "H", "H", "H", "H", "H", "H", "H", "H", "H", "H", "H", "H"], "coordinates": [[-3.08, 2.64, 4.63], [-2.36, 1.69, 3.45], [-0.90, 1.86, 3.40], [-0.51, 3.06, 2.63], [-0.72, 2.86, 1.01], [0.58, 3.33, 0.10], [0.59, 5.18, -0.15], [0.30, 6.15, 1.47], [1.80, 5.73, -0.96], [-0.68, 5.51, -1.03], [0.30, 2.76, -1.43], [1.17, 1.51, -1.34], [1.74, 1.28, 0.04], [2.10, 0.02, 0.47], [1.95, -1.23, -0.40], [3.19, -2.14, -0.60], [0.70, -1.69, -1.04], [1.77, 2.63, 0.73], [3.09, 3.36, 0.80], [4.10, 2.47, 1.78], [5.44, 3.30, 2.25], [6.79, 2.34, 2.01], [6.75, 0.96, 2.92], [7.99, 0.83, 4.00], [8.54, -0.70, 4.21], [7.37, -1.75, 4.78], [7.90, -3.12, 4.66], [7.28, -4.04, 5.62], [6.42, -5.34, 5.06], [7.38, -3.92, 6.97], [-3.78, 1.99, 5.33], [-2.23, 3.17, 5.27], [-3.67, 3.47, 4.02], [-2.55, 0.56, 3.76], [-2.91, 1.85, 2.43], [-1.25, 3.93, 2.96], [0.56, 3.41, 2.94], [-1.64, 3.54, 0.69], [-0.94, 1.73, 0.73], [0.96, 5.77, 2.36], [0.35, 7.30, 1.28], [-0.84, 5.90, 1.75], [-0.83, 2.59, -1.70], [0.88, 3.46, -2.18], [1.77, 1.28, -2.17], [2.46, -0.07, 1.47], [3.70, -2.13, 0.31], [2.78, -3.11, -0.71], [0.13, -0.92, -1.35], [3.02, 4.44, 1.26], [3.57, 3.33, -0.27], [4.50, 1.55, 1.14], [3.52, 1.99, 2.69], [5.53, 4.34, 1.67], [5.42, 3.50, 3.42], [6.72, 2.01, 0.87], [7.78, 2.90, 2.28], [5.73, 0.81, 3.51], [6.88, 0.03, 2.18], [8.93, 1.48, 3.67], [7.62, 1.21, 5.05], [9.40, -0.73, 5.04], [8.94, -1.21, 3.21], [7.13, -1.54, 5.91], [6.39, -1.63, 4.14], [5.30, -5.04, 4.82], [6.99, -5.71, 4.09], [6.45, -6.22, 5.84], [-0.01, -4.04, -3.40], [-1.35, -3.78, -4.08], [-1.38, -2.55, -4.88], [-2.73, -2.15, -5.28], [-3.49, -3.08, -6.21], [-0.35, -2.43, -5.92], [-0.30, -3.53, -6.98], [0.30, -3.18, -2.79], [-0.09, -4.90, -2.73], [0.78, -4.26, -4.12], [-2.10, -3.69, -3.28], [-1.62, -4.66, -4.67], [-2.69, -1.15, -5.73], [-3.33, -2.02, -4.37], [-3.11, -3.03, -7.23], [-4.55, -2.78, -6.25], [-3.47, -4.12, -5.88], [0.63, -2.38, -5.44], [-0.45, -1.46, -6.42], [-0.36, -4.53, -6.56], [0.65, -3.46, -7.52], [-1.09, -3.41, -7.72], [5.71, -3.05, -3.73], [6.14, -4.52, -3.71], [5.15, -5.41, -3.10], [5.68, -6.75, -2.81], [6.11, -7.61, -3.99], [3.80, -5.38, -3.67], [3.67, -5.69, -5.16], [5.44, -2.70, -2.72], [6.54, -2.43, -4.09], [4.86, -2.88, -4.39], [7.07, -4.57, -3.12], [6.39, -4.83, -4.73], [4.95, -7.31, -2.21], [6.54, -6.63, -2.14], [5.25, -8.00, -4.54], [6.68, -8.47, -3.63], [6.75, -7.07, -4.69], [3.37, -4.39, -3.49], [3.15, -6.06, -3.11], [4.40, -5.16, -5.77], [2.67, -5.38, -5.51], [3.75, -6.76, -5.36], [-3.38, 6.51, 4.24], [-4.18, 6.25, 5.51], [-3.83, 7.12, 6.63], [-4.38, 6.67, 7.91], [-5.90, 6.67, 8.07], [-3.92, 8.56, 6.38], [-5.26, 9.12, 5.93], [-2.30, 6.47, 4.44], [-3.61, 5.75, 3.49], [-3.61, 7.49, 3.81], [-3.98, 5.21, 5.80], [-5.25, 6.31, 5.27], [-3.95, 7.27, 8.72], [-4.02, 5.65, 8.10], [-6.30, 7.67, 8.18], [-6.17, 6.11, 8.97], [-6.40, 6.18, 7.22], [-3.17, 8.83, 5.63], [-3.59, 9.11, 7.28], [-5.72, 8.53, 5.14], [-5.12, 10.13, 5.53], [-5.96, 9.21, 6.76], [-8.09, -1.69, -6.00], [-8.83, -1.67, -4.66], [-8.85, -2.97, -3.98], [-9.79, -3.02, -2.86], [-9.52, -2.11, -1.67], [-7.54, -3.59, -3.73], [-6.53, -2.80, -2.92], [-8.50, -2.47, -6.66], [-8.22, -0.73, -6.51], [-7.02, -1.86, -5.88], [-9.86, -1.37, -4.87], [-8.39, -0.89, -4.03], [-9.87, -4.06, -2.50], [-10.79, -2.78, -3.25], [-8.69, -2.48, -1.06], [-10.41, -2.09, -1.02], [-9.31, -1.08, -1.97], [-7.09, -3.83, -4.70], [-7.69, -4.57, -3.25], [-6.45, -1.76, -3.24], [-5.54, -3.25, -3.03], [-6.76, -2.82, -1.85]]}


Entry 2:
{"formula": "C17H9Cl2F3HfI2N2O3", "method": "wB97M-V/def2-TZVPD", "e_homo_ev": -14.05, "lumo_energy_ev": -8.019, "e_tot_ev": -77591.815, "de_lowest_ev": 0.087, "total_charge": 2, "largest_force_ev_per_a": 0.49, "species": ["Hf", "I", "C", "C", "C", "I", "C", "C", "C", "C", "N", "C", "C", "O", "H", "H", "H", "H", "Cl", "C", "Cl", "C", "O", "O", "H", "F", "C", "F", "F", "C", "C", "C", "N", "C", "C", "H", "H", "H", "H"], "coordinates": [[-0.95, 0.89, 0.07], [-0.74, 6.06, 0.07], [0.83, 4.72, 0.00], [2.18, 5.17, -0.06], [3.23, 4.30, -0.10], [5.17, 5.06, -0.19], [3.00, 2.89, -0.08], [3.98, 1.89, -0.12], [3.61, 0.56, -0.09], [2.27, 0.22, -0.03], [1.29, 1.13, 0.01], [1.66, 2.46, -0.02], [0.60, 3.38, 0.03], [-0.64, 2.79, 0.09], [2.36, 6.24, -0.07], [5.02, 2.17, -0.16], [4.36, -0.22, -0.12], [1.97, -0.82, -0.02], [-4.86, -1.44, 0.36], [-4.84, 0.34, 0.38], [-5.54, 1.02, 1.83], [-3.38, 0.63, 0.28], [-2.60, 0.64, 1.31], [-2.82, 0.81, -0.87], [-5.37, 0.69, -0.50], [-0.57, -6.17, -1.37], [-0.72, -5.67, -0.15], [-1.88, -6.08, 0.35], [0.26, -6.13, 0.63], [-0.69, -4.15, -0.16], [-0.68, -3.47, 1.05], [-0.68, -2.09, 1.02], [-0.67, -1.39, -0.13], [-0.69, -2.06, -1.30], [-0.69, -3.44, -1.35], [-0.69, -4.00, 1.99], [-0.69, -1.53, 1.95], [-0.70, -1.47, -2.21], [-0.70, -3.95, -2.31]]}


Entry 3:
{"formula": "C5H9NO", "method": "wB97M-V/def2-TZVPD", "e_homo_ev": -10.66, "lumo_energy_ev": 0.515, "e_tot_ev": -8865.634, "de_lowest_ev": 3.579, "largest_force_ev_per_a": 4.32, "species": ["C", "C", "C", "O", "C", "C", "N", "H", "H", "H", "H", "H", "H", "H", "H", "H"], "coordinates": [[2.09, 0.11, -0.16], [0.68, 0.18, 0.37], [-0.40, -0.25, -0.56], [-0.15, -1.58, -0.83], [-1.83, -0.06, -0.02], [-2.09, 1.32, 0.38], [-2.23, 2.43, 0.69], [2.41, 0.96, -0.78], [2.75, 0.09, 0.71], [2.21, -0.82, -0.73], [0.45, 1.15, 0.86], [0.60, -1.08, 1.14], [-0.20, 0.47, -1.38], [0.25, -1.81, 0.26], [-1.98, -0.72, 0.84], [-2.55, -0.37, -0.79]]}


Entry 4:
{"formula": "C33H38AsMoN5O", "method": "wB97M-V/def2-TZVPD", "e_homo_ev": [-19.15, -19.16], "spin_multiplicity": 3, "lumo_energy_ev": [-12.876, -13.290], "e_tot_ev": -106993.438, "total_charge": 4, "largest_force_ev_per_a": 0.46, "s_squared": 2.02, "species": ["Mo", "C", "C", "N", "C", "C", "N", "C", "C", "N", "C", "C", "N", "C", "C", "C", "C", "C", "C", "C", "N", "H", "H", "H", "H", "H", "H", "H", "H", "H", "H", "H", "H", "H", "H", "H", "H", "H", "H", "H", "H", "H", "H", "H", "O", "As", "C", "C", "C", "C", "C", "C", "C", "C", "C", "C", "C", "C", "C", "C", "C", "C", "C", "C", "H", "H", "H", "H", "H", "H", "H", "H", "H", "H", "H", "H", "H", "H", "H"], "coordinates": [[0.12, -0.48, 1.49], [2.62, 3.08, 2.10], [1.53, 2.08, 2.03], [1.72, 0.81, 1.82], [3.06, 0.21, 1.63], [2.96, -0.92, 0.60], [1.75, -1.80, 0.82], [1.96, -2.96, 1.74], [1.72, -2.56, 3.18], [0.42, -1.83, 3.30], [-0.79, -2.73, 3.39], [-1.79, -2.31, 2.32], [-1.74, -0.85, 2.27], [-2.61, 0.06, 2.57], [-4.00, -0.20, 3.01], [-1.99, 1.41, 2.51], [-2.58, 2.62, 2.86], [-1.78, 3.76, 2.88], [-0.42, 3.66, 2.59], [0.10, 2.42, 2.25], [-0.69, 1.35, 2.18], [3.28, 2.86, 2.94], [3.23, 3.06, 1.20], [2.24, 4.09, 2.23], [3.40, -0.15, 2.60], [3.78, 0.94, 1.28], [3.87, -1.52, 0.61], [2.85, -0.50, -0.40], [1.55, -2.18, -0.11], [2.96, -3.38, 1.61], [1.25, -3.73, 1.43], [2.51, -1.89, 3.54], [1.73, -3.44, 3.83], [0.46, -1.30, 4.16], [-1.22, -2.64, 4.39], [-0.50, -3.77, 3.26], [-2.79, -2.73, 2.44], [-1.45, -2.66, 1.33], [-4.41, -1.08, 2.52], [-4.64, 0.65, 2.80], [-4.01, -0.37, 4.09], [-3.62, 2.68, 3.14], [-2.21, 4.71, 3.15], [0.21, 4.54, 2.65], [-0.39, -0.25, -0.31], [-0.29, -0.01, -2.09], [0.11, 1.82, -2.28], [-0.79, 2.63, -2.95], [-0.48, 3.97, -3.15], [0.73, 4.48, -2.69], [1.64, 3.66, -2.03], [1.33, 2.32, -1.82], [1.10, -1.16, -2.63], [0.96, -2.54, -2.39], [1.96, -3.40, -2.81], [3.08, -2.90, -3.47], [3.20, -1.54, -3.72], [2.21, -0.66, -3.30], [-1.97, -0.53, -2.75], [-2.02, -1.41, -3.83], [-3.25, -1.72, -4.38], [-4.41, -1.17, -3.86], [-4.35, -0.28, -2.78], [-3.13, 0.05, -2.22], [-1.72, 2.23, -3.34], [-1.17, 4.61, -3.68], [0.98, 5.52, -2.87], [2.59, 4.05, -1.72], [2.06, 1.67, -1.35], [0.05, -2.93, -1.94], [1.85, -4.47, -2.66], [3.85, -3.58, -3.81], [4.06, -1.17, -4.26], [2.30, 0.40, -3.52], [-1.12, -1.84, -4.25], [-3.31, -2.40, -5.23], [-5.37, -1.41, -4.30], [-5.26, 0.16, -2.40], [-3.08, 0.76, -1.41]]}


Entry 5:
{"formula": "C20H19Br2NO3", "method": "wB97M-V/def2-TZVPD", "e_homo_ev": -8.57, "lumo_energy_ev": 0.088, "e_tot_ev": -168765.102, "largest_force_ev_per_a": 2.50, "smiles": "CCOC(=O)N(C(C)=O)[C@H](/C=C/c1ccc(Br)cc1)c1ccc(Br)cc1", "species": ["C", "C", "O", "C", "O", "N", "C", "C", "O", "C", "C", "C", "C", "C", "C", "C", "Br", "C", "C", "C", "C", "C", "C", "Br", "C", "C", "H", "H", "H", "H", "H", "H", "H", "H", "H", "H", "H", "H", "H", "H", "H", "H", "H", "H", "H"], "coordinates": [[-0.52, 5.57, 1.16], [-0.29, 4.29, 1.91], [-0.57, 3.20, 0.93], [-0.39, 1.99, 1.47], [-0.03, 1.95, 2.65], [-0.56, 0.88, 0.61], [-1.89, 0.69, 0.13], [-2.35, 1.76, -0.80], [-2.57, -0.28, 0.43], [0.26, -0.31, 0.75], [0.28, -1.03, -0.57], [0.94, -0.63, -1.67], [1.19, -1.42, -2.87], [1.67, -0.76, -4.02], [1.99, -1.45, -5.19], [1.91, -2.84, -5.20], [2.36, -3.77, -6.81], [1.42, -3.54, -4.09], [1.06, -2.84, -2.92], [-0.05, -1.18, 1.96], [-0.48, -0.64, 3.15], [-0.77, -1.41, 4.27], [-0.52, -2.78, 4.23], [-0.95, -3.79, 5.73], [0.04, -3.35, 3.06], [0.28, -2.54, 1.94], [-0.19, 6.43, 1.77], [0.04, 5.61, 0.21], [-1.58, 5.73, 0.93], [0.74, 4.19, 2.27], [-0.99, 4.21, 2.75], [-1.86, 2.70, -0.55], [-2.09, 1.48, -1.83], [-3.44, 1.85, -0.72], [1.28, 0.07, 0.91], [-0.28, -1.97, -0.53], [1.36, 0.39, -1.69], [1.79, 0.32, -4.00], [2.32, -0.92, -6.07], [1.35, -4.62, -4.15], [0.72, -3.39, -2.05], [-0.54, 0.44, 3.24], [-1.14, -0.93, 5.16], [0.32, -4.40, 3.04], [0.75, -2.97, 1.04]]}